Density functional theory data (wB97M-V/def2-TZVPD) for C23H49AlN4OP3 as an isolated structure at a distorted geometry.

Cartesian coordinates (Å):
Al (0.20, 0.17, 0.74)
P (0.67, -1.75, -0.62)
P (2.95, 0.18, 1.36)
P (-1.95, 0.72, -0.39)
H (1.97, 2.24, -0.21)
C (0.90, 2.16, -0.01)
C (0.40, 2.26, 1.31)
H (1.10, 2.44, 2.13)
C (1.32, -1.32, -2.25)
C (1.83, -2.98, 0.02)
C (-0.81, -2.75, -0.96)
C (3.63, 1.68, 2.19)
C (3.80, -1.09, 2.37)
C (4.01, 0.18, -0.15)
C (-2.69, 2.38, -0.09)
C (-3.43, -0.31, -0.09)
C (-1.84, 0.73, -2.22)
H (0.26, 2.44, -0.86)
H (-0.57, 2.75, 1.47)
H (1.45, -2.26, -2.80)
H (2.28, -0.80, -2.17)
H (0.62, -0.68, -2.81)
H (1.77, -3.85, -0.65)
H (1.55, -3.30, 1.03)
H (2.86, -2.61, 0.03)
H (-0.46, -3.62, -1.52)
H (-1.54, -2.20, -1.56)
H (-1.28, -3.09, -0.03)
H (4.72, 1.58, 2.32)
H (3.17, 1.79, 3.18)
H (3.42, 2.59, 1.61)
H (4.88, -1.09, 2.14)
H (3.40, -2.09, 2.17)
H (3.67, -0.86, 3.44)
H (5.05, 0.42, 0.15)
H (3.66, 0.94, -0.86)
H (4.00, -0.80, -0.64)
H (-3.61, 2.46, -0.68)
H (-2.00, 3.18, -0.40)
H (-2.94, 2.51, 0.97)
H (-4.22, 0.00, -0.78)
H (-3.80, -0.17, 0.94)
H (-3.22, -1.38, -0.25)
H (-2.78, 1.14, -2.62)
H (-1.69, -0.28, -2.63)
H (-1.01, 1.37, -2.55)
C (-0.61, 0.39, -6.45)
C (0.01, 0.65, -7.69)
C (0.18, 1.98, -8.07)
C (-0.30, 3.03, -7.26)
C (-1.01, 2.74, -6.08)
C (-1.22, 1.41, -5.71)
O (-0.55, -0.81, -5.76)
H (-0.12, -1.48, -6.33)
H (0.38, -0.16, -8.33)
H (0.69, 2.23, -9.01)
H (-0.14, 4.07, -7.54)
H (-1.41, 3.52, -5.45)
H (-1.78, 1.14, -4.82)
C (-1.41, 0.68, 3.29)
N (-0.46, -0.34, 2.72)
C (-1.21, -1.66, 2.59)
N (-1.81, -2.08, 3.85)
C (-2.74, -1.05, 4.34)
N (-2.03, 0.24, 4.55)
C (-0.96, 0.01, 5.55)
N (0.00, -1.01, 5.06)
C (0.59, -0.56, 3.79)
C (-0.74, -2.26, 4.87)
H (-2.22, 0.87, 2.57)
H (-0.87, 1.60, 3.51)
H (-0.51, -2.44, 2.26)
H (-2.02, -1.53, 1.85)
H (-3.16, -1.37, 5.31)
H (-3.53, -0.90, 3.60)
H (-0.43, 0.95, 5.73)
H (-1.42, -0.36, 6.48)
H (1.29, -1.34, 3.47)
H (1.12, 0.38, 3.97)
H (-1.20, -2.55, 5.82)
H (-0.05, -3.04, 4.53)

Results
ΔE to the lowest compared entry with this formula, charge and spin in eV: 0.000
Energy in Ha: -2465.5885
LUMO energy in Eh: -0.421
Total charge: +3
Gap between HOMO and LUMO in eV: 2.72

***

Density functional theory data (wB97M-V/def2-TZVPD) for a 6-piece molecular cluster, C23H49BNO9 overall at a distorted geometry.

Cartesian coordinates (Å):
C (-0.03, -2.83, -0.94)
C (-1.03, -1.58, -0.60)
O (-0.37, -0.32, -0.50)
B (-0.91, 0.74, -1.37)
C (-2.42, 1.29, -0.92)
C (-2.86, 0.94, 0.58)
C (-1.88, 1.41, 1.74)
C (-2.18, 0.57, 3.11)
O (-3.51, 0.00, 3.15)
C (-3.34, -1.27, 3.87)
C (-1.05, 0.36, -2.97)
C (0.15, -0.50, -3.61)
C (1.63, -0.10, -3.17)
N (2.39, -0.64, -2.03)
O (2.22, 0.79, -3.89)
C (0.09, 2.06, -1.09)
C (0.01, 3.21, -2.18)
O (-1.01, 3.65, -2.77)
C (1.40, 3.95, -2.55)
C (2.72, 3.68, -1.74)
C (4.07, 4.41, -2.04)
C (4.11, 5.46, -3.18)
C (2.84, 5.77, -4.03)
C (1.51, 5.00, -3.69)
H (1.07, -2.55, -0.82)
H (-0.23, -3.69, -0.20)
H (-0.29, -3.26, -1.98)
H (-1.41, -1.82, 0.47)
H (-1.97, -1.61, -1.26)
H (-3.22, 0.86, -1.65)
H (-2.53, 2.44, -1.03)
H (-3.10, -0.19, 0.63)
H (-3.88, 1.46, 0.77)
H (-2.13, 2.51, 1.98)
H (-0.76, 1.24, 1.53)
H (-1.88, 1.19, 4.03)
H (-1.42, -0.31, 3.07)
H (-2.54, -1.18, 4.71)
H (-2.96, -2.05, 3.11)
H (-4.30, -1.59, 4.40)
H (-1.25, 1.23, -3.67)
H (-1.99, -0.32, -3.05)
H (0.03, -1.65, -3.50)
H (0.10, -0.33, -4.75)
H (2.72, 0.14, -1.41)
H (3.28, -0.98, -2.45)
H (-0.11, 2.55, -0.07)
H (1.16, 1.61, -1.00)
H (2.76, 2.94, -0.86)
H (4.98, 4.18, -1.38)
H (5.10, 6.00, -3.36)
H (2.87, 6.56, -4.86)
H (0.59, 5.23, -4.31)
C (1.58, -6.41, 0.90)
O (1.52, -5.01, 1.09)
H (1.58, -6.61, -0.17)
H (2.49, -6.81, 1.34)
H (0.70, -6.88, 1.35)
H (1.52, -4.85, 2.05)
C (4.63, -6.72, 4.20)
O (3.77, -5.97, 3.35)
H (4.16, -7.68, 4.40)
H (5.59, -6.88, 3.70)
H (4.78, -6.18, 5.14)
H (4.20, -5.12, 3.18)
C (4.02, 3.11, -6.38)
O (4.61, 2.02, -5.69)
H (4.79, 3.66, -6.92)
H (3.28, 2.73, -7.09)
H (3.53, 3.78, -5.66)
H (3.90, 1.55, -5.22)
C (-6.47, -1.42, 1.48)
O (-6.54, -0.22, 2.23)
H (-7.40, -1.54, 0.92)
H (-5.63, -1.38, 0.78)
H (-6.35, -2.27, 2.15)
H (-5.70, -0.14, 2.71)
C (-2.56, 2.02, 7.24)
O (-1.32, 1.34, 7.07)
H (-2.65, 2.79, 6.48)
H (-3.38, 1.30, 7.13)
H (-2.60, 2.48, 8.23)
H (-1.27, 0.67, 7.76)

Results
Energy in Ha: -1662.2610
LUMO energy in Eh: 0.076
Total charge: -1
Gap between HOMO and LUMO in eV: 6.67

***

Density functional theory data (wB97M-V/def2-TZVPD) for a 3-piece molecular cluster, C23H49Br2ClN3S overall at a distorted geometry.

Cartesian coordinates (Å):
C (-2.51, 1.55, 4.21)
C (-1.90, 1.20, 2.85)
Br (-2.72, 2.07, 1.33)
C (-0.91, 0.35, 2.68)
Br (-0.22, -0.48, 4.29)
N (-0.38, 0.01, 1.34)
C (1.10, -0.27, 1.32)
C (1.49, -1.73, 1.64)
C (0.58, -2.83, 1.00)
C (-0.90, -2.49, 1.34)
Cl (-1.99, -3.75, 0.64)
C (-1.21, -1.09, 0.75)
C (-1.13, -1.10, -0.82)
C (-2.45, -0.54, -1.44)
C (-2.20, 0.19, -2.80)
S (-3.73, 1.15, -3.18)
H (-1.74, 1.71, 4.98)
H (-3.26, 0.79, 4.47)
H (-3.04, 2.51, 4.09)
H (-0.53, 0.84, 0.74)
H (1.64, 0.44, 1.97)
H (1.44, -0.04, 0.30)
H (1.61, -1.93, 2.72)
H (2.50, -1.88, 1.22)
H (0.86, -3.78, 1.48)
H (0.70, -2.94, -0.09)
H (-1.05, -2.56, 2.43)
H (-2.26, -0.87, 0.99)
H (-0.99, -2.11, -1.23)
H (-0.24, -0.51, -1.13)
H (-2.86, 0.22, -0.75)
H (-3.22, -1.32, -1.52)
H (-1.39, 0.92, -2.67)
H (-2.00, -0.55, -3.58)
H (-3.36, 2.45, -3.09)
C (1.68, 3.14, 1.89)
C (1.90, 4.58, 2.33)
N (0.67, 5.29, 2.63)
C (0.86, 6.72, 2.80)
C (1.72, 7.19, 3.98)
C (-0.21, 4.65, 3.60)
C (0.35, 4.38, 5.00)
H (1.02, 3.09, 1.02)
H (2.63, 2.69, 1.61)
H (1.25, 2.53, 2.69)
H (2.41, 5.10, 1.52)
H (2.59, 4.58, 3.19)
H (-0.11, 7.21, 2.86)
H (1.32, 7.11, 1.89)
H (1.18, 7.12, 4.93)
H (1.98, 8.25, 3.85)
H (2.65, 6.64, 4.07)
H (-0.55, 3.70, 3.18)
H (-1.12, 5.25, 3.70)
H (1.37, 3.97, 4.97)
H (-0.28, 3.64, 5.51)
H (0.35, 5.27, 5.62)
C (1.24, -6.21, -6.05)
C (1.41, -4.79, -5.52)
N (0.16, -4.14, -5.18)
C (0.30, -2.71, -4.93)
C (1.15, -2.27, -3.73)
C (-0.69, -4.85, -4.24)
C (-0.12, -5.18, -2.86)
H (0.58, -6.23, -6.91)
H (2.21, -6.60, -6.35)
H (0.85, -6.88, -5.28)
H (1.90, -4.21, -6.31)
H (2.11, -4.81, -4.67)
H (-0.69, -2.26, -4.85)
H (0.74, -2.26, -5.83)
H (0.62, -2.42, -2.79)
H (1.37, -1.20, -3.81)
H (2.10, -2.80, -3.68)
H (-1.01, -5.78, -4.71)
H (-1.63, -4.29, -4.11)
H (0.91, -5.55, -2.91)
H (-0.72, -5.96, -2.39)
H (-0.15, -4.32, -2.19)

Results
Energy in Ha: -7076.1273
LUMO energy in Eh: -0.112
Total charge: +1
Gap between HOMO and LUMO in eV: 7.04

***

Density functional theory data (wB97M-V/def2-TZVPD) for a 6-piece molecular cluster, C23H49BrN9O5P overall.

Cartesian coordinates (Å):
C (5.38, -0.28, 4.47)
C (3.86, -0.14, 4.73)
P (3.00, -0.83, 3.26)
C (3.03, -2.62, 3.64)
C (1.23, -0.42, 3.59)
N (0.42, -1.27, 4.22)
N (-0.85, -0.96, 4.30)
C (-1.26, 0.18, 3.75)
C (-2.71, 0.52, 3.75)
C (-3.55, -0.26, 4.76)
C (-4.13, -1.54, 4.20)
Br (-5.45, -1.18, 2.80)
N (-0.44, 1.04, 3.13)
N (0.82, 0.74, 3.05)
H (5.57, -0.81, 3.53)
H (5.84, 0.70, 4.36)
H (5.88, -0.83, 5.26)
H (3.58, 0.91, 4.85)
H (3.57, -0.66, 5.64)
H (2.27, -2.89, 4.37)
H (4.01, -2.86, 4.06)
H (2.89, -3.18, 2.71)
H (-2.79, 1.60, 3.92)
H (-3.09, 0.35, 2.74)
H (-4.36, 0.37, 5.11)
H (-2.94, -0.53, 5.63)
H (-4.66, -2.11, 4.95)
H (-3.37, -2.17, 3.73)
C (2.71, -0.01, -1.63)
N (2.90, -1.42, -1.38)
C (3.35, -2.28, -2.46)
C (2.69, -1.96, -0.17)
O (2.84, -3.14, 0.10)
H (1.97, 0.15, -2.42)
H (3.65, 0.46, -1.93)
H (2.37, 0.48, -0.72)
H (2.63, -3.07, -2.66)
H (4.30, -2.76, -2.20)
H (3.48, -1.68, -3.36)
H (2.36, -1.22, 0.57)
C (7.93, 1.47, 2.20)
N (7.36, 1.37, 0.87)
C (8.14, 0.81, -0.21)
C (6.10, 1.79, 0.61)
O (5.59, 1.76, -0.49)
H (8.82, 2.11, 2.19)
H (8.21, 0.49, 2.58)
H (7.20, 1.91, 2.87)
H (8.27, 1.54, -1.01)
H (7.65, -0.07, -0.63)
H (9.12, 0.53, 0.17)
H (5.58, 2.19, 1.49)
C (-1.29, -0.18, 0.16)
N (-2.14, 0.02, -0.99)
C (-3.41, 0.71, -0.83)
C (-1.80, -0.42, -2.22)
O (-2.49, -0.26, -3.20)
H (-1.80, -0.78, 0.92)
H (-1.00, 0.78, 0.61)
H (-0.39, -0.71, -0.14)
H (-4.24, 0.07, -1.15)
H (-3.44, 1.61, -1.44)
H (-3.54, 0.98, 0.21)
H (-0.83, -0.95, -2.24)
C (-2.79, 2.84, -4.31)
N (-3.30, 4.19, -4.35)
C (-2.37, 5.31, -4.36)
C (-4.62, 4.47, -4.38)
O (-5.08, 5.59, -4.42)
H (-2.20, 2.67, -3.41)
H (-2.16, 2.63, -5.18)
H (-3.62, 2.13, -4.30)
H (-2.53, 5.95, -3.49)
H (-2.49, 5.91, -5.25)
H (-1.35, 4.92, -4.33)
H (-5.25, 3.56, -4.37)
C (-6.80, -3.68, -4.21)
N (-6.15, -2.54, -3.61)
C (-4.79, -2.20, -3.98)
C (-6.77, -1.76, -2.69)
O (-6.26, -0.81, -2.14)
H (-6.26, -4.60, -4.00)
H (-6.87, -3.56, -5.29)
H (-7.81, -3.77, -3.81)
H (-4.14, -2.20, -3.11)
H (-4.74, -1.21, -4.42)
H (-4.43, -2.94, -4.70)
H (-7.80, -2.09, -2.48)

Results
Energy in Ha: -4690.0869
LUMO energy in Eh: -0.032
SMILES: CCP(C)c1nnc(CCCBr)nn1.CN(C)C=O.CN(C)C=O.CN(C)C=O.CN(C)C=O.CN(C)C=O
Total charge: 0
Gap between HOMO and LUMO in eV: 8.03